(1)
ORCA calculation (ωB97M-V/def2-TZVPD) on C10H23BBr8Na3O4 as an isolated structure in a non-equilibrium geometry.

**Energy relative to the best compared isomer or geometry (same formula, charge and spin)**: 11.109 eV
**HOMO-LUMO gap**: 0.0859 Eh
**Energy**: -593191.11561 eV
**HOMO level**: -2.1 eV
**Net charge**: -1

Each line ends with the Mulliken charge.
Atoms and positions in Å:
Na: -29.72724 2.51232 4.05630  0.48
Na: -25.03866 5.00496 3.68365  0.86
Na: -28.95621 6.22166 6.94705  0.70
C: -27.60248 5.15911 0.17053  0.67
O: -26.74763 6.04588 0.11494  -0.65
O: -28.03204 4.90530 1.30771  -0.66
O: -28.24685 4.90929 -0.84960  -0.68
B: -26.99513 2.77486 6.58999  0.63
H: -26.03508 2.39027 6.28236  -0.33
H: -27.08907 3.62901 5.93742  -0.43
H: -27.75004 2.03479 6.37403  -0.36
H: -26.99995 3.10541 7.61710  -0.32
C: -24.53971 8.69557 6.12756  -0.57
O: -25.76749 8.14548 5.63713  -0.84
H: -24.56396 9.27295 7.05176  0.18
H: -23.82943 7.88548 6.29298  0.12
H: -24.14654 9.40319 5.39764  0.20
Br: -29.97610 0.13220 12.69262  -0.16
C: -31.09349 -0.44631 11.12636  -0.51
C: -30.55526 0.23480 9.88726  -0.65
Br: -31.65165 0.01343 8.26025  -0.16
H: -32.12949 -0.14026 11.27173  0.38
H: -30.94873 -1.52465 11.06063  0.35
H: -29.56326 -0.21052 9.81151  0.38
H: -30.34222 1.27872 10.11737  0.38
Br: -28.04426 -1.24579 -2.19577  -0.17
C: -27.29740 -0.25868 -0.65113  -0.67
C: -26.74831 -1.21979 0.42125  -0.50
Br: -26.27803 -0.15722 2.08354  -0.17
H: -28.00565 0.49403 -0.30487  0.44
H: -26.52727 0.38391 -1.07783  0.36
H: -25.83579 -1.70613 0.07645  0.34
H: -27.51682 -1.97032 0.60616  0.36
Br: -28.91613 5.51480 11.81116  -0.18
C: -26.87813 5.79856 11.85155  -0.66
C: -26.58812 6.77250 12.97027  -0.56
Br: -27.44045 8.51820 12.83289  -0.11
H: -26.46864 6.24793 10.94685  0.35
H: -26.29114 4.88019 11.83950  0.42
H: -25.51765 6.92906 12.83736  0.35
H: -26.81527 6.35159 13.94973  0.37
Br: -19.56169 -0.16692 7.14925  -0.15
C: -21.47901 0.38349 7.63258  -0.60
C: -22.54119 -0.58195 7.02479  -0.50
Br: -22.48678 -2.33746 7.94915  -0.13
H: -21.64732 1.42903 7.37443  0.37
H: -21.41850 0.38762 8.72089  0.36
H: -22.39006 -0.80842 5.96935  0.34
H: -23.56842 -0.22383 7.09309  0.32

=====

(2)
ORCA calculation (ωB97M-V/def2-TZVPD) on a 2-piece molecular cluster, C9H14O overall in a non-equilibrium geometry.

**Energy relative to the best compared isomer or geometry (same formula, charge and spin)**: 2.217 eV
**SMILES**: Cc1ccc(O)cc1.CC
**HOMO-LUMO gap**: 0.3429 Eh
**Energy**: -11605.42012 eV
**HOMO level**: -8.4 eV

Each line ends with the Mulliken charge.
Atoms and positions in Å:
C: 3.08833 -0.23498 -2.21610  -1.38
C: 1.89577 -0.50522 -1.31168  0.57
C: 0.67808 0.05164 -1.63696  -0.63
C: -0.53128 -0.48241 -1.07992  -0.35
C: -0.34921 -1.47696 -0.15331  0.41
O: -1.35191 -2.16861 0.57475  -0.52
C: 0.90900 -1.79015 0.45950  -0.56
C: 2.03335 -1.29241 -0.15248  -0.29
H: 3.19702 0.77217 -2.39886  0.38
H: 2.94228 -0.80761 -3.08964  0.34
H: 4.05845 -0.73166 -1.87449  0.30
H: 0.40147 0.59130 -2.49768  0.39
H: -1.44035 0.13345 -1.14665  0.34
H: -2.12802 -2.23619 0.09069  0.32
H: 0.88451 -2.47937 1.26360  0.46
H: 3.08872 -1.58533 0.19976  0.20
C: -2.46150 1.13618 2.18946  -0.69
C: -1.87177 2.46312 1.56575  -0.67
H: -2.77071 0.39388 1.51067  0.15
H: -1.61812 0.77465 2.91951  0.19
H: -3.42990 1.18998 2.72148  0.33
H: -0.70400 2.48696 1.74830  0.21
H: -2.41071 3.46288 1.75437  0.29
H: -2.10952 2.33470 0.55993  0.20

=====

(3)
ORCA calculation (ωB97M-V/def2-TZVPD) on C30H21LuN7OS as an isolated structure in a non-equilibrium geometry.

**Energy relative to the best compared isomer or geometry (same formula, charge and spin)**: 0.000 eV
**HOMO-LUMO gap (alpha / beta)**: 0.1499 / 0.1499 Eh
**Energy**: -88364.62945 eV
**HOMO level (alpha / beta)**: -13.7 / -13.7 eV
**Net charge**: +3

Each line ends with the Mulliken charge.
Atoms and positions in Å:
Lu: -0.09440 -0.07280 0.05000  1.48
C: 8.76590 0.22330 10.70400  -0.84
O: 9.04610 0.18110 9.31980  -0.43
C: 8.08690 0.15480 8.42070  0.86
C: 6.70370 0.16220 8.69570  -0.40
C: 5.79560 0.14040 7.66910  -0.78
C: 6.21070 0.11110 6.32310  0.43
C: 7.59440 0.09420 6.05170  -0.47
C: 8.50670 0.11490 7.06970  -0.87
C: 5.22350 0.08840 5.28760  0.32
N: 3.91250 0.08230 5.49640  -0.76
C: 3.33360 0.03810 4.28980  0.60
C: 4.31950 0.02440 3.27130  -0.15
N: 5.50280 0.06080 3.93830  -0.11
C: 3.99000 -0.01090 1.89950  0.46
C: 4.92520 0.01420 0.84700  -0.28
C: 4.48610 -0.00930 -0.45640  -0.93
C: 3.11600 -0.07830 -0.71720  -0.08
N: 2.19160 -0.11250 0.24460  -0.52
C: 2.59700 -0.06650 1.55850  0.35
C: 1.59140 -0.06340 2.58940  0.09
N: 0.27070 -0.11890 2.21570  -0.65
C: -0.67790 -0.08150 3.15890  0.21
C: -0.39330 -0.00350 4.51590  -1.04
C: 0.92800 0.02880 4.92490  -0.03
C: 1.94750 0.00310 3.96680  0.24
H: 9.73740 0.23880 11.19360  0.25
H: 8.20770 -0.66160 11.02100  0.35
H: 8.20680 1.12530 10.96700  0.35
H: 6.35300 0.18280 9.71460  0.45
H: 4.73810 0.14360 7.87950  0.48
H: 7.96570 0.06100 5.03890  0.27
H: 9.56820 0.10080 6.87960  0.44
H: 6.42730 0.05600 3.53830  0.20
H: 5.98270 0.05810 1.06260  0.50
H: 5.18260 0.01750 -1.27920  0.48
H: 2.76350 -0.11100 -1.74760  0.39
H: -1.71010 -0.13030 2.80340  0.42
H: -1.20390 0.02010 5.22610  0.49
H: 1.19790 0.07430 5.96890  0.66
N: -4.01830 1.72890 -0.04870  -0.01
C: -4.60400 0.48240 -0.03840  0.78
C: -5.92640 0.05000 -0.00440  -1.00
C: -6.13010 -1.31540 0.00300  -0.52
C: -5.06630 -2.23000 -0.01280  -0.73
C: -3.75300 -1.81080 -0.04600  -0.84
C: -3.52910 -0.43630 -0.06600  0.86
N: -2.34060 0.27270 -0.10000  -0.37
C: -2.67940 1.57940 -0.08530  0.20
C: -1.67730 2.63680 -0.07540  0.20
C: -1.86980 3.99610 -0.02280  -0.29
S: -0.38290 4.83600 -0.01300  0.05
C: 0.43360 3.34430 -0.07590  -0.11
N: -0.33630 2.27420 -0.10500  -0.31
H: -4.52900 2.59990 -0.04530  0.26
H: -6.75860 0.73580 0.01180  0.44
H: -7.13810 -1.69930 0.02340  0.43
H: -5.28910 -3.28480 0.00180  0.43
H: -2.92150 -2.50910 -0.05540  0.28
H: -2.79790 4.53450 0.01140  0.39
H: 1.50960 3.27570 -0.09900  0.46

=====

(4)
ORCA calculation (ωB97M-V/def2-TZVPD) on a 9-piece molecular cluster, C5H27NO9S overall in a non-equilibrium geometry.

**Energy relative to the best compared isomer or geometry (same formula, charge and spin)**: 1.459 eV
**SMILES**: CCN[C@H](C=O)CS.O.O.O.O.O.O.O.O
**HOMO-LUMO gap**: 0.3450 Eh
**Energy**: -36375.22239 eV
**HOMO level**: -9.4 eV

Each line ends with the Mulliken charge.
Atoms and positions in Å:
C: 1.74689 1.06573 -0.51710  -1.13
C: 0.32774 1.08053 0.05428  -0.17
N: -0.28319 -0.23624 -0.22084  0.51
C: -1.72408 -0.15230 0.04103  -0.04
C: -2.07798 0.25747 1.46434  -0.34
O: -2.15593 1.44776 1.67611  -0.49
C: -2.38807 -1.51376 -0.18423  -0.76
S: -4.17365 -1.37010 -0.46948  -0.22
H: 1.71843 0.39279 -1.37236  0.11
H: 2.44725 0.58686 0.17780  0.18
H: 2.18985 2.04434 -0.67984  0.41
H: -0.29024 1.81662 -0.45883  -0.04
H: 0.31740 1.40029 1.09366  0.46
H: 0.20404 -0.98225 0.27239  -0.05
H: -2.12507 0.53116 -0.70054  0.42
H: -2.10848 -0.45999 2.29434  0.44
H: -1.89468 -2.11829 -0.95192  0.30
H: -2.24516 -2.21697 0.64436  0.39
H: -4.17222 -0.21233 -1.13190  0.13
O: 2.28502 -2.27256 1.56874  -0.56
H: 2.94720 -1.74822 1.12228  0.22
H: 1.91488 -2.92968 0.95912  0.36
O: -1.09648 2.78810 -2.32934  -0.56
H: -1.01998 2.28681 -3.15424  0.27
H: -1.80298 3.39132 -2.59569  0.29
O: -0.01335 -1.97843 3.29482  -0.63
H: 0.83140 -2.29906 3.62187  0.29
H: 0.19259 -1.35280 2.59609  0.32
O: 0.28748 -0.67985 -3.46708  -0.69
H: 0.16599 -0.75187 -2.51825  0.34
H: -0.44771 -0.86187 -4.04601  0.29
O: 1.12371 3.05876 2.61479  -0.68
H: 0.50762 3.53405 2.02577  0.42
H: 0.63466 2.80302 3.39993  0.29
O: 3.41541 -2.02900 -1.42713  -0.64
H: 2.53045 -1.67780 -1.32297  0.35
H: 4.11990 -1.66076 -0.89764  0.30
O: 1.05714 -3.33808 -0.71746  -0.59
H: 1.75231 -3.86901 -1.12109  0.32
H: 0.26035 -3.64795 -1.16221  0.22
O: -0.84406 4.13879 1.12566  -0.70
H: -0.57753 4.26924 0.21421  0.32
H: -1.53687 3.46555 1.18454  0.36

=====

(5)
ORCA calculation (ωB97M-V/def2-TZVPD) on C32H46IrNP2 as an isolated structure.

**Energy relative to the best compared isomer or geometry (same formula, charge and spin)**: 0.000 eV
**HOMO-LUMO gap**: 0.2399 Eh
**Energy**: -56825.20675 eV
**HOMO level**: -13.1 eV
**Net charge**: +2

Each line ends with the Mulliken charge.
Atoms and positions in Å:
Ir: -1.22535 0.75115 0.74914  0.38
C: -1.62797 2.58285 1.96629  -0.27
C: -1.60928 1.57792 2.98040  -0.45
C: -2.54544 0.55473 2.96691  -0.36
C: -3.56116 0.54316 1.99401  -0.49
C: -3.62029 1.54943 1.03255  -0.39
C: -2.63841 2.56423 0.99349  -0.76
H: -0.90885 3.38805 1.95721  0.59
H: -0.83151 1.58409 3.72941  0.31
H: -2.49610 -0.23135 3.70902  0.45
H: -4.31218 -0.23327 2.00948  0.57
H: -4.41936 1.55393 0.30326  0.50
H: -2.67973 3.34435 0.24657  0.61
C: -3.42478 -1.87995 -0.57804  -1.45
C: -3.30172 -0.72318 -1.57609  1.25
C: -3.46477 -1.34901 -2.96995  -1.61
P: -1.69753 0.21470 -1.44840  -0.12
C: -1.79629 1.69598 -2.53550  1.12
C: -0.46091 2.42814 -2.51889  -1.26
C: -2.30617 1.53130 -3.96807  -1.73
C: -0.50605 -1.04039 -1.82661  -0.36
C: -0.14406 -1.50320 -3.09251  -0.35
C: 0.68182 -2.60717 -3.22899  0.25
C: 1.08440 -3.12975 -4.57919  -1.70
C: 1.10340 -3.23662 -2.05249  -1.12
C: 0.73797 -2.79837 -0.79240  -0.92
C: -0.08233 -1.67534 -0.65103  0.65
N: -0.49194 -1.15533 0.59683  0.22
C: 0.35847 -1.42488 1.71081  -0.86
C: 0.28088 -2.59483 2.44951  -0.18
C: 1.14950 -2.78588 3.51530  -0.85
C: 2.09156 -1.81679 3.87119  0.21
C: 3.01423 -2.01825 5.04105  -1.51
C: 2.14308 -0.63746 3.12976  -1.19
C: 1.28551 -0.43894 2.05209  0.12
P: 1.10461 0.98713 0.94204  1.77
C: 1.84437 2.48591 1.74223  0.67
C: 3.38165 2.41873 1.67619  -1.18
C: 1.43681 2.76028 3.19259  -1.42
C: 2.05136 0.67395 -0.61709  2.95
C: 3.19665 -0.32230 -0.41147  -1.60
C: 2.53892 1.92280 -1.37622  -2.09
H: -4.38998 -2.36444 -0.73203  0.62
H: -3.35033 -1.58814 0.46213  0.03
H: -2.65201 -2.62511 -0.76612  0.20
H: -4.09234 0.01478 -1.40649  0.60
H: -2.79766 -2.20662 -3.06984  0.35
H: -3.27278 -0.67622 -3.79610  0.37
H: -4.48719 -1.71371 -3.06774  0.51
H: -2.52612 2.30842 -1.99013  0.27
H: 0.32195 1.82388 -2.97958  0.34
H: -0.16109 2.67493 -1.50369  -0.13
H: -0.54173 3.35587 -3.08613  0.55
H: -1.70849 0.82646 -4.54696  0.28
H: -2.23212 2.50090 -4.46152  0.48
H: -3.34777 1.23027 -4.00632  0.50
H: -0.50160 -0.99082 -3.97886  0.30
H: 1.02196 -2.35471 -5.34149  0.41
H: 0.43029 -3.94880 -4.88464  0.30
H: 2.10304 -3.51470 -4.56501  0.42
H: 1.74514 -4.10670 -2.12739  0.46
H: 1.10457 -3.32316 0.07880  0.62
H: -0.45459 -3.34603 2.18876  0.65
H: 1.09086 -3.70359 4.08751  0.48
H: 3.12985 -3.07529 5.27248  0.42
H: 2.62052 -1.52607 5.93254  0.28
H: 4.00098 -1.60113 4.84374  0.39
H: 2.87088 0.10851 3.41984  0.36
H: 1.52958 3.32234 1.10779  0.54
H: 3.78978 1.58617 2.24679  0.11
H: 3.77263 3.33675 2.11515  0.58
H: 3.76639 2.35545 0.66783  0.08
H: 1.53965 1.87332 3.81850  0.19
H: 0.43341 3.15672 3.31056  0.39
H: 2.10939 3.51690 3.59627  0.55
H: 1.29864 0.18921 -1.24057  -1.43
H: 3.98673 0.09685 0.21494  0.30
H: 3.63073 -0.54969 -1.38626  0.49
H: 2.86205 -1.25730 0.03377  0.36
H: 3.55198 2.19662 -1.10181  0.55
H: 1.90617 2.80011 -1.25298  0.37
H: 2.56563 1.68723 -2.44009  0.48

=====

(6)
ORCA calculation (ωB97M-V/def2-TZVPD) on a 2-piece molecular cluster, CF2OS overall in a non-equilibrium geometry.

**Energy relative to the best compared isomer or geometry (same formula, charge and spin)**: 2.647 eV
**HOMO-LUMO gap (alpha / beta)**: 0.2743 / 0.2745 Eh
**Energy**: -19351.04471 eV
**HOMO level (alpha / beta)**: -9.8 / -9.8 eV

Each line ends with the Mulliken charge.
Atoms and positions in Å:
C: 0.71593 0.45354 -0.46194  0.48
O: 1.51086 -0.19944 -1.03767  -0.28
F: 0.26960 1.64652 -0.63515  -0.10
F: -1.79878 -1.31257 0.53185  -0.24
S: -0.69761 -0.58804 1.60291  0.14

=====

Look up the energy relative to the best compared isomer or geometry (same formula, charge and spin) of the fourth one. 1.459 eV